1.
Computed, not measured: an isolated ion of composition C8H16N5 and charge +1, with ωB97M-V with the def2-TZVPD basis set.

For the molar mass, the calculation gives 182.25 Da. As for the SMILES: Cc1cc(N)n(/C=[NH+]/CCCN)n1. The spin multiplicity is 1. The HOMO energy comes out at -0.462 Eh. For the largest force on an atom, the calculation gives 0.0679 hartree/bohr. The LUMO energy is -3.890 eV. The total charge is +1. Its calculated total energy is -15997.8107 eV. As for the HOMO-LUMO gap: 0.3190 Ha.

```
29
Properties=species:S:1:pos:R:3:forces:R:3:mulliken_charge:R:1
N -1.776502 -0.577604 -0.078536 0.541 2.207 -0.207 0.7825
N 0.572806 -0.792506 0.268926 -0.970 -1.473 0.366 -0.1108
N 2.255362 1.433272 -0.131124 -0.262 -0.394 2.965 -0.6094
N -2.990383 -1.169589 -0.195961 -1.604 -0.202 0.337 -1.4638
N -0.619668 1.464074 0.158142 -0.588 1.425 -1.676 -0.5820
C -1.858562 0.795791 0.041034 -0.898 0.765 0.447 0.3700
C -3.228704 1.065096 0.150272 3.228 0.307 0.685 -0.9468
C -0.653855 -1.239866 0.043457 1.723 -0.337 -0.248 0.2640
C 1.810554 -1.590972 0.214273 -0.253 -3.225 0.092 -0.6829
C 3.170399 0.334774 -0.403479 2.720 1.723 -1.343 -0.5979
C -5.298524 -0.325365 -0.024169 -1.225 -0.432 0.543 -0.8919
C 3.023998 -0.785402 0.517024 -1.002 0.691 3.217 -0.7343
C -3.872277 -0.185086 0.002890 2.976 -0.988 -0.303 0.7054
H -3.584793 1.959322 0.613107 -0.579 0.512 -0.509 0.3402
H 0.751120 0.163555 0.531889 -0.357 0.682 -0.080 0.5942
H 2.472741 2.106639 -0.788261 0.175 1.898 -1.890 0.2680
H 4.139518 0.884833 -0.204097 -0.116 -1.651 -0.791 0.4016
H 3.914788 -1.372943 0.561762 0.389 -0.687 -0.180 0.3696
H 3.141580 -0.044533 -1.463807 -0.097 0.704 0.841 0.2874
H -5.530598 -1.080299 -0.807943 -0.405 0.954 0.274 0.3203
H -0.775297 2.471245 0.282247 0.039 -0.517 0.173 0.2625
H 2.702219 1.864211 0.739260 -1.362 -0.592 -1.214 0.2445
H -0.885089 -2.248119 -0.148346 0.616 -1.628 0.016 0.5047
H -5.599848 0.764240 -0.185616 -0.837 -1.981 0.191 0.2690
H 1.793948 -2.601963 0.831797 -0.381 2.212 -1.080 0.3772
H 1.951844 -1.856499 -0.826209 -0.306 -0.585 -0.331 0.3735
H 2.891873 -0.374556 1.569263 0.366 -0.343 -0.904 0.3131
H 0.044733 1.412385 -0.698214 -1.553 -0.169 1.783 0.3176
H -5.620674 -0.819765 0.955040 0.021 1.120 -1.172 0.2545
```
Positions in Å, forces in eV/Å.

=====

2.
Computed, not measured: an isolated ion of composition C8H16NO and charge +1, with ωB97M-V with the def2-TZVPD basis set.

For the molar mass, the calculation gives 142.22 Da. As for the SMILES: CC1=CO[C@@](C)([NH3+])C1(C)C. The spin multiplicity is 1. The HOMO energy comes out at -0.466 Eh. For the largest force on an atom, the calculation gives 0.0928 hartree/bohr. The LUMO energy is -3.273 eV. The total charge is +1. Its calculated total energy is -12084.2202 eV. As for the HOMO-LUMO gap: 0.3453 Ha.

```
26
Properties=species:S:1:pos:R:3:forces:R:3:mulliken_charge:R:1
O 1.025439 -0.231831 -1.613406 1.160 0.085 -1.582 -0.4585
N -0.984060 0.801556 -1.893638 0.431 3.279 0.866 -0.1742
C 0.337209 -1.463352 0.199990 -0.154 1.507 0.553 0.3070
C 0.583753 0.645712 1.692580 1.406 -1.898 1.859 -1.6994
C 0.289095 0.771513 -1.062624 1.011 -2.011 3.835 0.5319
C 0.987675 -1.417599 -0.928398 -0.855 0.060 -0.573 -0.7684
C -1.622354 0.128548 0.778549 0.109 -4.409 -0.467 -2.0143
C -0.088015 -0.067817 0.528219 -1.670 2.616 -1.203 1.7095
C 1.086875 2.073984 -0.982249 -1.522 -1.052 0.917 -1.4321
C 0.200395 -2.635060 1.103874 3.626 3.012 0.746 -1.4935
H -1.839645 1.122735 0.616171 -0.981 2.126 0.290 0.5339
H 0.735407 -2.319499 2.059100 -1.098 -0.888 -0.820 0.3499
H -1.401355 1.779950 -1.934144 0.180 -1.740 0.206 0.3874
H 1.804298 2.253964 -1.727079 0.536 -0.069 -1.565 0.4157
H 1.651693 2.129550 -0.067900 0.000 -0.318 0.476 0.2792
H 0.782522 -3.346800 0.617123 0.979 -1.792 -0.356 0.4378
H 1.715530 0.878636 1.600404 -2.025 -0.565 0.245 0.3689
H -1.909450 -0.326446 1.737544 0.361 1.035 0.326 0.4720
H 0.367996 2.844608 -0.920638 -0.586 1.404 -0.051 0.4330
H 0.355545 0.025184 2.661884 1.096 0.365 -1.775 0.4141
H -0.746918 -2.964504 1.180313 -3.273 -1.018 0.826 0.3643
H 0.016948 1.465038 2.055752 -0.273 1.574 -0.503 0.4320
H -1.586200 0.085628 -1.574784 -1.376 -0.673 0.881 0.2896
H -0.734299 0.530528 -2.798694 0.728 -0.299 -2.212 0.3487
H -2.336247 -0.560797 0.196098 1.169 1.056 -0.167 0.4282
H 1.308160 -2.203431 -1.524050 1.024 -1.388 -0.750 0.5374
```
Positions in Å, forces in eV/Å.

=====

3.
Computed, not measured: a 2-piece molecular cluster, C8H16NO overall, with ωB97M-V with the def2-TZVPD basis set.

For the molar mass, the calculation gives 142.22 Da. The spin multiplicity is 1. The HOMO energy comes out at -0.429 Eh. For the largest force on an atom, the calculation gives 0.0908 hartree/bohr. The LUMO energy is -2.513 eV. The total charge is +1. Its calculated total energy is -12083.2552 eV. As for the HOMO-LUMO gap: 0.3371 Ha.

```
26
Properties=species:S:1:pos:R:3:forces:R:3:mulliken_charge:R:1
O 1.384615 -1.871222 0.066589 2.747 -0.097 -0.808 -0.5299
N -1.546329 1.136682 0.419650 -0.655 1.529 0.111 0.2234
C -2.030548 -0.663645 -1.266846 2.627 -0.205 0.590 -1.3222
C -1.291085 -0.113110 -0.292925 0.004 -2.574 -1.390 0.1522
C 3.561637 -2.394261 -0.975382 2.146 0.394 -3.140 -0.5469
C -3.035754 1.657588 0.391597 2.075 0.398 -2.920 -0.6369
C 4.397974 -3.579547 -0.688854 -0.199 -3.356 -0.860 -0.9371
C -1.146168 0.985520 1.840407 -0.353 -1.225 1.290 -0.9785
C -0.650990 2.202255 -0.132388 -0.484 1.828 1.557 -1.0269
C 2.480689 -2.072239 -0.394675 -4.441 0.518 1.349 0.7965
H -2.797341 -0.229292 -1.759810 -2.890 1.747 -0.792 0.3587
H 3.931145 -1.825227 -1.867375 -0.831 0.020 1.086 0.2892
H -3.412221 1.313629 -0.598523 -0.018 0.437 0.926 0.2649
H 0.351741 1.841674 -0.143998 0.754 -0.264 0.309 0.4328
H -1.760052 -1.517276 -1.909335 0.600 0.039 1.244 0.2935
H -3.007250 2.781314 0.388576 -0.071 -1.293 0.416 0.2804
H -0.878836 2.480786 -1.134928 -0.672 0.065 -0.689 0.3791
H -3.528452 1.183315 1.179362 -0.905 -0.455 1.211 0.3705
H 4.845605 -3.381373 0.226691 1.260 -0.166 1.718 0.2889
H -1.600967 0.037030 2.177201 0.167 0.536 0.110 0.4319
H -1.464518 1.808226 2.495006 -0.216 -0.089 -0.639 0.3918
H 5.195554 -3.924796 -1.420121 -1.035 1.329 0.551 0.3004
H 3.811165 -4.553728 -0.584209 0.381 1.380 0.097 0.2844
H -0.774110 3.110134 0.577997 0.452 -1.465 -1.331 0.4157
H -0.378083 -0.695401 -0.033988 -0.604 1.058 0.419 0.6390
H -0.072308 0.895124 1.962822 0.159 -0.087 -0.414 0.3851
```
Positions in Å, forces in eV/Å.

=====

4.
Computed, not measured: one molecule with the formula C8H16NO2P, with ωB97M-V with the def2-TZVPD basis set.

For the molar mass, the calculation gives 189.20 Da. The spin multiplicity is 3. The HOMO energy (alpha / beta) comes out at -0.182 / -0.330 Eh. For the largest force on an atom, the calculation gives 0.2512 hartree/bohr. The LUMO energy (alpha / beta) is 0.688 / -2.193 eV. Its calculated total energy is -23423.7871 eV. As for the HOMO-LUMO gap (alpha / beta): 0.2076 / 0.2491 Ha.

```
28
Properties=species:S:1:pos:R:3:forces:R:3:mulliken_charge:R:1
P 1.660742 1.151620 -0.304592 -3.288 -1.628 2.006 0.7160
O 2.143487 1.522574 -1.615681 0.217 0.804 -1.856 -0.7141
O 1.928492 2.260079 0.829856 0.366 0.375 0.115 -0.5367
N -3.779890 0.645132 0.914087 0.585 -2.213 0.180 -0.6716
C 2.471374 -0.347512 0.284029 -1.214 -0.138 -1.353 0.6376
C 1.858908 -0.894157 1.484153 -0.310 -0.065 3.039 -1.6784
C -2.576635 -0.074883 -1.228741 1.996 4.512 1.305 -0.9569
C -1.028652 0.152013 -1.488161 -0.197 1.263 -0.530 -0.3252
C 2.379885 -1.361555 -0.852285 1.510 -1.149 0.500 -1.4093
C -0.555344 0.655038 -0.175420 9.473 4.099 -7.763 0.0421
C -2.651575 -0.228260 0.318835 -0.284 2.782 -0.210 0.3348
C -1.343465 0.308273 0.807549 -5.903 -2.984 9.895 -0.7185
H -1.214729 0.375689 1.954574 0.080 0.061 -2.219 0.2780
H 1.864537 -2.280422 -0.566727 0.373 -0.178 0.711 0.4059
H 0.866324 -1.237851 1.245614 -0.525 -0.268 0.196 0.3760
H -3.132928 0.831490 -1.629176 0.537 -1.008 0.804 0.2538
H -3.005822 -0.880931 -1.616980 -1.422 -3.414 -2.184 0.3846
H -3.726195 1.610290 0.615675 0.397 -0.073 0.079 0.2642
H -0.490668 -0.689251 -1.951760 -0.181 -0.201 0.335 0.2508
H 3.431428 -0.032052 0.527298 2.197 0.399 0.026 0.5596
H 3.429347 -1.653455 -1.157406 -1.486 0.453 -0.479 0.2863
H -3.779691 0.564824 1.943338 0.033 0.316 -0.884 0.2720
H -0.717350 1.030971 -2.144822 -0.891 -1.053 0.050 0.2922
H 1.781357 -0.108969 2.287962 -0.033 -0.792 -0.540 0.3294
H 2.777216 2.733550 0.669251 -0.849 -0.387 0.011 0.3736
H -2.714802 -1.275008 0.514552 -0.967 -0.719 0.683 0.2756
H 1.678016 -1.030196 -1.575700 0.280 0.600 -1.513 0.2993
H 2.446641 -1.747047 1.910671 -0.494 0.605 -0.404 0.3790
```
Positions in Å, forces in eV/Å.

=====

5.
Computed, not measured: a 2-piece molecular cluster, C8H16NO3S overall, with ωB97M-V with the def2-TZVPD basis set.

For the molar mass, the calculation gives 206.29 Da. The spin multiplicity is 1. The HOMO energy comes out at -0.494 Eh. For the largest force on an atom, the calculation gives 0.0888 hartree/bohr. The LUMO energy is -3.142 eV. The total charge is +1. Its calculated total energy is -27012.0860 eV. As for the HOMO-LUMO gap: 0.3788 Ha.

```
29
Properties=species:S:1:pos:R:3:forces:R:3:mulliken_charge:R:1
S 1.934552 -0.158061 0.889814 0.571 1.551 -1.709 0.5443
O -2.127911 0.195571 0.134898 -0.281 -0.362 -0.792 -0.3276
O 0.874365 2.130008 0.393577 -0.399 -0.230 -0.404 -0.2640
O 2.270446 -1.401207 1.494589 0.216 -1.974 0.473 -0.5074
N 0.211633 -0.439443 -0.007442 2.037 -0.052 0.345 0.3429
C 2.789906 0.050853 -0.877870 -0.404 -2.211 0.198 -0.5724
C -1.050672 0.099506 2.296935 1.539 -0.501 -1.940 -1.0915
C 1.762435 -0.541750 -1.939399 0.616 -1.771 0.654 -0.7134
C -0.446020 -1.697782 0.425001 -2.056 2.836 -2.690 -0.8074
C -1.035005 -0.288211 0.744726 -0.501 -2.273 2.770 0.7369
C 0.581843 3.289760 0.368470 2.756 1.833 0.447 -0.2582
C -3.088695 -0.803738 -0.257364 -2.647 3.687 -0.487 -0.7438
C 0.344504 -0.207441 -1.450533 -2.817 2.381 -2.471 -0.3642
H 2.979608 1.099506 -0.775149 -0.244 0.769 -0.797 0.3746
H -2.746651 -1.408587 -1.020217 0.933 -1.470 -1.412 0.3199
H -0.431178 3.646978 0.444381 -0.728 0.243 -0.092 0.3063
H -3.571638 -1.332063 0.535994 0.285 -0.415 0.866 0.3174
H 3.800924 -0.483092 -1.002308 -1.620 0.586 0.838 0.3982
H -0.619084 -0.704696 -1.904487 2.343 0.403 0.307 0.3978
H 1.894796 -1.690422 -1.952022 -0.081 1.663 0.365 0.2725
H 1.467847 4.086151 0.355665 -1.839 -1.164 -0.145 0.2326
H -0.785623 -2.299602 -0.416665 -0.091 0.237 0.234 0.2217
H 0.001913 -2.210539 1.164871 1.645 -1.525 2.603 0.3345
H 2.007522 -0.295724 -3.002163 -0.539 0.429 0.991 0.4044
H -1.933088 -0.327923 2.793733 0.515 -0.404 -0.371 0.3952
H -1.226522 1.167870 2.312096 0.511 0.302 0.269 0.3061
H -0.055857 -0.239491 2.724456 -1.444 0.644 0.047 0.2661
H 0.117769 0.921082 -1.754221 0.559 -2.150 1.291 0.2036
H -3.922133 -0.157504 -0.719372 1.164 -1.064 0.614 0.2750
```
Positions in Å, forces in eV/Å.

=====

6.
Computed, not measured: C8H16O2 as an isolated structure, with ωB97M-V with the def2-TZVPD basis set.

For the molar mass, the calculation gives 144.21 Da. The spin multiplicity is 1. The HOMO energy (alpha / beta) comes out at -0.302 / -0.302 Eh. For the largest force on an atom, the calculation gives 0.0550 hartree/bohr. The LUMO energy (alpha / beta) is -0.296 / -0.295 eV. Its calculated total energy is -12646.5541 eV. As for the HOMO-LUMO gap (alpha / beta): 0.2908 / 0.2908 Ha.

```
26
Properties=species:S:1:pos:R:3:forces:R:3:mulliken_charge:R:1
O 2.651847 0.877145 -0.035168 -0.831 -0.358 -0.164 -0.4445
O -1.249595 0.179334 1.462492 1.414 -0.203 1.237 -0.8500
C -1.394145 -1.473693 -0.269100 -0.216 0.170 0.200 -1.6005
C -0.177590 0.833866 -0.674262 -2.516 0.243 0.286 -0.5325
C 1.790585 -0.139509 0.237797 2.031 -0.506 1.899 1.0643
C -1.404281 0.008436 0.143407 1.660 0.365 -1.450 1.6878
C 0.021171 2.101479 -0.295010 0.428 -0.480 -0.069 -1.0057
C 1.374608 -0.385385 1.578888 0.216 0.280 -1.048 -1.1898
C 1.985893 -1.238535 -0.761969 -0.400 0.312 -0.234 -1.4131
C -2.684351 0.685048 -0.393663 0.192 -0.198 0.333 -1.6497
H 0.048704 -0.125907 1.692289 -1.618 0.361 -0.678 0.3978
H 3.007594 -1.616028 -0.652696 -0.102 0.108 0.120 0.4233
H -0.171983 2.383781 0.734193 -0.291 0.054 0.026 0.3640
H 1.281210 -2.047724 -0.619888 -0.011 -0.045 0.037 0.3056
H -2.717588 1.717872 -0.055414 0.036 0.030 -0.013 0.3702
H 1.808804 0.281731 2.319349 -0.071 0.129 -0.036 0.3681
H 1.891333 -0.849628 -1.773253 -0.001 -0.003 -0.071 0.3539
H -2.728540 0.658629 -1.483486 0.024 -0.016 -0.009 0.3448
H -3.551298 0.159020 0.011514 -0.022 -0.022 -0.028 0.4464
H -0.573986 -2.002067 0.212595 0.056 0.013 -0.039 0.2118
H 1.431962 -1.428660 1.872656 -0.302 -0.065 -0.126 0.3310
H 0.449066 2.853175 -0.945412 0.166 -0.025 -0.029 0.3219
H -1.348426 -1.604286 -1.351098 0.042 -0.044 -0.048 0.3176
H -2.311733 -1.935024 0.101022 -0.038 -0.010 -0.055 0.4563
H 2.608666 1.544390 0.661058 -0.046 -0.050 0.043 0.4013
H -0.037926 0.562541 -1.716839 0.201 -0.039 -0.085 0.5199
```
Positions in Å, forces in eV/Å.